# 1
C9H6 | ωB97M-V with the def2-TZVPD basis set

Calculated values
Frontier orbital gap (alpha / beta) in eV: 6.6747 / 7.8699
Energy relative to the best compared isomer or geometry (same formula, charge and spin) in kJ/mol: 259.05

ORCA input file:
```
! wB97M-V def2-TZVPD RIJCOSX def2/J DEFGRID3
* xyz 0 1
C -2.353 0.292 -0.116
C -1.470 -0.694 0.068
C -0.395 1.794 0.029
C 0.549 0.694 0.074
C -1.797 1.570 0.227
C -0.066 -0.650 0.086
C 1.962 0.857 -0.007
C 3.131 0.453 0.065
C 0.545 -1.855 0.088
H -3.375 0.218 -0.173
H -1.837 -1.736 0.041
H -0.093 2.782 -0.100
H 3.690 1.258 -0.403
H 1.578 -2.180 -0.038
H -0.066 -2.804 0.159
*
```

# 2
C50H58BaCl3N8O3S2Sb2 | ωB97M-V with the def2-TZVPD basis set

Calculated values
Frontier orbital gap in eV: 7.9102
Energy relative to the best compared isomer or geometry (same formula, charge and spin) in kJ/mol: 156.20

ORCA input file:
```
! wB97M-V def2-TZVPD RIJCOSX def2/J DEFGRID3
* xyz 1 1
Ba 0.932 -1.158 -0.384
N -2.612 -2.940 -1.262
C -3.509 -3.086 -0.221
C -4.853 -3.308 -0.405
C -5.708 -3.509 0.694
C -5.227 -3.501 1.975
C -3.848 -3.280 2.198
C -3.267 -3.288 3.489
C -1.922 -3.094 3.627
C -1.152 -2.862 2.468
N -1.645 -2.823 1.255
C -2.984 -3.056 1.103
H -2.989 -2.582 -2.124
H -1.790 -2.455 -0.961
H -5.254 -3.342 -1.411
H -6.761 -3.682 0.511
H -5.880 -3.673 2.821
H -3.900 -3.466 4.350
H -1.432 -3.119 4.591
H -0.079 -2.712 2.573
C 3.009 -5.017 -0.186
Sb 1.445 -4.025 0.889
C 0.330 -5.779 1.388
C 2.599 -3.901 2.719
C 1.815 -3.627 3.967
C 1.231 -4.716 4.622
C 0.525 -4.575 5.804
C 0.409 -3.317 6.377
C 0.984 -2.228 5.747
C 1.674 -2.345 4.536
C 2.237 -1.103 3.921
Sb 0.849 -0.083 2.594
C -0.589 0.401 4.112
C 1.899 1.780 2.666
H 3.373 -5.859 0.402
H 3.823 -4.320 -0.373
H 2.633 -5.380 -1.143
H 1.003 -6.623 1.537
H -0.369 -6.008 0.585
H -0.239 -5.601 2.301
H 3.371 -3.157 2.526
H 3.083 -4.876 2.793
H 1.363 -5.705 4.198
H 0.097 -5.443 6.287
H -0.107 -3.188 7.320
H 0.923 -1.252 6.215
H 3.128 -1.291 3.324
H 2.490 -0.375 4.694
H -0.705 -0.452 4.781
H -1.557 0.619 3.664
H -0.254 1.266 4.684
H 1.973 2.107 3.702
H 1.359 2.519 2.078
H 2.899 1.669 2.249
C 0.496 -3.414 -4.049
C 1.885 -3.118 -3.606
N 2.222 -2.373 -2.573
C 3.599 -2.352 -2.545
C 4.098 -3.095 -3.566
N 2.993 -3.576 -4.232
H -0.031 -2.480 -4.237
H -0.048 -3.966 -3.280
H 0.494 -4.007 -4.963
H 4.144 -1.818 -1.785
H 5.102 -3.320 -3.874
H 3.000 -4.154 -5.055
Cl 5.099 1.472 -3.748
C 3.505 2.042 -4.108
C 2.933 3.033 -3.326
C 1.663 3.475 -3.641
C 0.944 2.964 -4.720
C -0.470 3.435 -4.975
C -1.402 3.101 -3.794
N -1.399 1.673 -3.521
C -2.184 0.720 -4.121
C -1.774 -0.473 -3.611
N -0.760 -0.276 -2.701
C -0.554 1.021 -2.694
O -0.487 4.784 -5.365
C -1.074 5.741 -4.507
C -0.233 6.065 -3.307
C 1.010 6.623 -3.376
Cl 1.846 7.062 -4.801
S 1.738 6.818 -1.834
C 0.356 6.164 -1.059
C -0.605 5.816 -1.953
C 1.551 1.964 -5.474
Cl 0.740 1.210 -6.816
C 2.825 1.498 -5.181
H 3.468 3.439 -2.480
H 1.206 4.240 -3.015
H -0.857 2.877 -5.829
H -2.424 3.388 -4.036
H -1.108 3.618 -2.879
H -2.943 0.975 -4.841
H -2.145 -1.453 -3.861
H 0.190 1.543 -2.112
H -2.073 5.441 -4.179
H -1.195 6.622 -5.138
H 0.317 6.086 0.016
H -1.559 5.397 -1.661
H 3.275 0.724 -5.786
C 4.682 0.615 0.225
C 3.300 0.025 0.117
O 3.095 -1.128 0.607
O 2.377 0.672 -0.457
H 5.097 0.407 1.210
H 4.665 1.683 0.024
H 5.325 0.133 -0.512
N -3.204 0.319 1.553
C -2.619 1.524 1.407
S -1.395 1.725 0.273
N -3.110 2.491 2.216
C -2.698 3.841 2.409
C -1.379 4.265 2.298
C -1.066 5.591 2.557
C -2.048 6.497 2.928
C -3.361 6.067 3.048
C -3.685 4.745 2.790
H -2.941 -0.415 0.916
H -4.010 0.171 2.137
H -3.943 2.251 2.734
H -0.609 3.569 2.019
H -0.034 5.912 2.485
H -1.792 7.528 3.131
H -4.138 6.760 3.340
H -4.713 4.413 2.876
*
```

# 3
C7H18BN | ωB97M-V with the def2-TZVPD basis set

Calculated values
Frontier orbital gap (alpha / beta) in eV: 4.5789 / 7.4197

ORCA input file:
```
! wB97M-V def2-TZVPD RIJCOSX def2/J DEFGRID3
* xyz 0 3
B 1.513 0.917 -0.105
C 3.336 -0.773 -0.822
C 1.550 -1.512 0.849
C -2.905 -1.654 0.531
C -2.434 0.325 -1.082
C 1.081 3.401 0.354
C 1.845 -0.561 -0.391
C -2.894 -0.163 0.361
N 1.451 2.145 -0.078
H 3.580 -0.123 -1.661
H 3.473 -1.751 -1.132
H 4.032 -0.694 -0.038
H 1.119 -2.482 0.413
H 2.380 -1.639 1.467
H 0.835 -1.221 1.544
H -1.999 -2.115 0.853
H -3.291 -2.243 -0.369
H -3.688 -1.964 1.242
H -1.830 1.124 -1.024
H -1.826 -0.496 -1.516
H -3.285 0.445 -1.750
H 0.131 3.395 0.949
H 1.668 3.741 1.257
H 1.133 4.170 -0.435
H 1.145 -1.035 -1.145
H -2.254 0.469 1.065
H -3.867 0.294 0.662
*
```

# 4
C22H30ClN3O3S | ωB97M-V with the def2-TZVPD basis set

Calculated values
Frontier orbital gap in eV: 8.5387
Energy relative to the best compared isomer or geometry (same formula, charge and spin) in kJ/mol: 14.03

ORCA input file:
```
! wB97M-V def2-TZVPD RIJCOSX def2/J DEFGRID3
* xyz 0 1
C 0.438 2.172 -2.169
C 1.406 1.048 -2.143
C 1.301 -0.268 -2.514
N 2.499 -0.881 -2.288
C 3.275 0.040 -1.790
C 4.645 -0.134 -1.371
C 5.244 -1.390 -1.481
C 6.550 -1.575 -1.080
C 7.264 -0.501 -0.567
C 6.682 0.752 -0.447
C 5.374 0.933 -0.849
H 4.908 1.901 -0.756
H 7.252 1.574 -0.041
Cl 8.902 -0.728 -0.068
H 7.019 -2.543 -1.161
H 4.663 -2.206 -1.879
O 2.667 1.241 -1.691
C 0.120 -1.008 -2.983
H -0.426 -0.474 -3.759
H 0.386 -2.005 -3.325
S -1.093 -1.224 -1.579
O -1.905 -2.386 -1.946
C 0.142 -1.833 -0.336
C 0.815 -0.682 0.386
O 2.003 -0.675 0.644
N -0.022 0.327 0.698
C 0.381 1.423 1.550
H 1.404 1.227 1.880
C -0.568 1.544 2.742
H -0.580 0.599 3.286
H -0.195 2.314 3.418
C -1.984 1.933 2.307
N -2.603 0.948 1.424
C -3.655 1.537 0.609
C -4.186 0.525 -0.401
C -4.714 -0.712 0.314
C -3.615 -1.285 1.205
C -4.102 -2.503 1.983
H -4.426 -3.279 1.295
H -4.941 -2.239 2.624
H -3.307 -2.906 2.606
C -3.122 -0.197 2.160
H -2.323 -0.599 2.787
H -3.951 0.107 2.824
H -2.785 -1.586 0.558
H -5.025 -1.459 -0.417
H -5.581 -0.448 0.924
H -3.380 0.229 -1.076
H -4.976 0.991 -0.992
H -3.238 2.399 0.080
H -4.488 1.896 1.240
H -2.605 2.109 3.202
H -1.922 2.878 1.760
H 0.374 2.358 0.977
H -1.036 0.252 0.603
H 0.888 -2.461 -0.820
H -0.431 -2.431 0.374
H 0.948 3.094 -1.906
H 0.005 2.275 -3.164
H -0.372 1.995 -1.462
*
```

| no. | E_tot (Ha) |
| --- | --- |
| 1 | -346.26164 |
| 2 | -5286.77682 |
| 3 | -356.85398 |
| 4 | -2104.71049 |